Entry 1:
A cluster of 12 separate species, C58H110N12 in total at a distorted geometry, computed with wB97M-V/def2-TZVPD.

Atoms and positions in Å:
1 N -9.3521 3.7079 -2.3702
2 C -8.0900 3.3540 -2.6753
3 C -7.3568 3.1726 -1.5100
4 C -8.2642 3.3356 -0.4109
5 C -9.4454 3.7227 -1.0196
6 H -10.1313 3.8006 -3.0061
7 H -7.7106 3.1742 -3.6703
8 H -6.3776 2.7392 -1.6505
9 H -8.0451 3.0274 0.6007
10 H -10.3411 4.0656 -0.5231
11 N 0.4947 4.2350 0.3008
12 C 0.2675 5.5306 0.3101
13 C 1.4521 6.2010 0.3525
14 C 2.4853 5.2743 0.2291
15 C 1.8495 4.0576 0.2421
16 H -0.1724 3.4775 0.2637
17 H -0.7516 5.8856 0.2665
18 H 1.5409 7.2725 0.4543
19 H 3.5446 5.4790 0.2780
20 H 2.1205 3.0125 0.2145
21 N -6.2825 3.4651 4.0113
22 C -6.7894 3.6332 2.7884
23 C -5.9625 4.4419 2.0146
24 C -4.8688 4.7218 2.8233
25 C -5.0983 4.0988 4.0039
26 H -6.7149 2.9612 4.7724
27 H -7.7479 3.1424 2.7058
28 H -6.1762 4.8094 1.0218
29 H -4.0022 5.2816 2.5040
30 H -4.4295 4.1186 4.8516
31 N 2.7451 -2.3035 2.3603
32 C 1.7203 -2.1188 1.4698
33 C 2.1307 -1.9607 0.1706
34 C 3.5611 -1.8920 0.3583
35 C 3.8928 -2.2909 1.6689
36 H 2.6115 -2.6123 3.3125
37 H 0.6871 -2.1251 1.7842
38 H 1.7093 -1.7332 -0.7974
39 H 4.2539 -1.7220 -0.4526
40 H 4.8083 -2.3903 2.2331
41 N -4.7372 0.0485 4.7989
42 C -4.6707 -1.0167 5.6524
43 C -3.3540 -1.1000 5.9842
44 C -2.7032 -0.2334 5.1393
45 C -3.4758 0.5943 4.4622
46 H -5.5705 0.5096 4.4628
47 H -5.5121 -1.6394 5.9183
48 H -2.9555 -1.8225 6.6812
49 H -1.6334 -0.3130 5.0144
50 H -3.3061 1.4105 3.7756
51 N 1.8998 -0.1486 -4.3316
52 C 3.1274 -0.7455 -4.4371
53 C 3.8351 -0.3828 -3.2819
54 C 2.9879 0.4679 -2.4445
55 C 1.8615 0.6374 -3.2157
56 H 1.1091 -0.4016 -4.9068
57 H 3.3784 -1.3650 -5.2854
58 H 4.8590 -0.7109 -3.1795
59 H 3.1323 0.8744 -1.4544
60 H 1.0073 1.2124 -2.8901
61 N -0.7855 5.2196 -3.5687
62 C -2.1124 5.5884 -3.2505
63 C -2.8506 4.4735 -3.3821
64 C -1.9988 3.4559 -3.8392
65 C -0.7362 3.9099 -3.9166
66 H 0.0056 5.8475 -3.5662
67 H -2.4633 6.5617 -2.9407
68 H -3.9047 4.3577 -3.1774
69 H -2.3135 2.4529 -4.0868
70 H 0.1413 3.3451 -4.1948
71 C 7.6604 0.3251 4.3014
72 C 6.3994 1.0221 4.3517
73 N 6.0641 1.7246 3.0072
74 C 5.6360 0.7916 1.9171
75 C 5.5667 1.2728 0.4996
76 C 5.1554 2.8601 3.2780
77 C 3.7574 2.4142 3.6591
78 H 7.6544 -0.3593 3.4531
79 H 7.7700 -0.1378 5.2821
80 H 8.5397 0.9491 4.1414
81 H 5.5945 0.4706 4.8375
82 H 6.5578 1.7950 5.1037
83 H 6.4174 0.0341 1.8570
84 H 4.7113 0.2622 2.1464
85 H 5.0700 0.6345 -0.2311
86 H 5.3431 2.3076 0.2404
87 H 6.5950 1.2601 0.1381
88 H 5.0311 3.5116 2.4130
89 H 5.5055 3.5851 4.0128
90 H 3.8471 1.7092 4.4855
91 H 3.2305 1.7877 2.9394
92 H 3.1838 3.2764 3.9993
93 C 3.3903 -4.1710 -3.4816
94 C 2.0133 -4.3503 -4.1020
95 N 1.1439 -5.2012 -3.3325
96 C 0.1230 -5.8207 -4.1606
97 C -0.4592 -7.0610 -3.5404
98 C 0.7524 -4.7404 -1.9702
99 C -0.3009 -3.6319 -1.9369
100 H 4.0520 -3.4698 -3.9901
101 H 3.9071 -5.1306 -3.4701
102 H 3.3308 -3.9247 -2.4215
103 H 1.5183 -3.3800 -4.1409
104 H 2.2011 -4.6875 -5.1214
105 H -0.6586 -5.0718 -4.2887
106 H 0.6319 -6.1404 -5.0700
107 H -1.1591 -7.5968 -4.1816
108 H 0.2652 -7.8638 -3.4030
109 H -1.1134 -6.8266 -2.7006
110 H 1.6869 -4.4086 -1.5178
111 H 0.4324 -5.5978 -1.3781
112 H -0.4589 -3.3456 -0.8971
113 H -1.1353 -3.9581 -2.5578
114 H -0.0048 -2.6940 -2.4069
115 C -1.4388 -0.0494 -1.2305
116 C -0.9938 1.3932 -0.8378
117 N -1.3309 1.6282 0.5928
118 C -0.6133 0.7998 1.5106
119 C -0.4000 1.5476 2.7466
120 C -2.7712 1.5578 0.9092
121 C -3.6536 2.5214 0.1855
122 H -2.4883 -0.3125 -1.0985
123 H -0.7130 -0.7659 -0.8459
124 H -1.1740 -0.1703 -2.2809
125 H 0.0277 1.6263 -1.1381
126 H -1.4828 2.1667 -1.4299
127 H 0.3815 0.5266 1.1588
128 H -1.1690 -0.0822 1.8290
129 H 0.5181 1.3428 3.2972
130 H -1.1728 1.3629 3.4928
131 H -0.4169 2.6363 2.6959
132 H -3.2324 0.5885 0.7204
133 H -2.8257 1.8524 1.9572
134 H -3.8023 2.2711 -0.8649
135 H -4.5844 2.5499 0.7520
136 H -3.2070 3.5157 0.1880
137 C 0.6643 -0.9655 5.8803
138 C 0.2156 -2.4347 6.1494
139 N 1.1083 -3.4484 5.5190
140 C 0.5559 -4.7158 5.9882
141 C 1.1154 -5.9336 5.1347
142 C 2.5027 -3.2773 5.8371
143 C 2.9191 -3.3884 7.3806
144 H 1.5401 -0.7363 6.4873
145 H -0.0860 -0.2400 6.1945
146 H 0.9181 -0.6701 4.8623
147 H 0.2203 -2.7652 7.1881
148 H -0.8114 -2.4963 5.7893
149 H 0.6171 -4.9615 7.0484
150 H -0.5053 -4.6706 5.7436
151 H 1.0594 -5.8141 4.0527
152 H 2.1323 -6.2599 5.3528
153 H 0.5526 -6.8649 5.1981
154 H 2.8687 -2.3599 5.3762
155 H 2.9992 -4.0692 5.2762
156 H 3.9670 -3.3221 7.6733
157 H 2.5573 -4.3553 7.7303
158 H 2.4320 -2.6656 8.0351
159 C 0.7781 -1.6545 -8.8707
160 C 1.0737 -1.2126 -7.4935
161 N -0.0887 -0.9652 -6.5467
162 C -1.0349 0.0559 -7.0113
163 C -0.4192 1.5253 -6.8553
164 C -0.8161 -2.2423 -6.2088
165 C -1.8066 -2.0256 -5.0778
166 H 0.3574 -0.8401 -9.4604
167 H -0.0578 -2.3535 -8.9012
168 H 1.6705 -1.9085 -9.4427
169 H 1.7268 -1.8386 -6.8854
170 H 1.5849 -0.2628 -7.6504
171 H -1.1557 -0.0848 -8.0854
172 H -2.0251 -0.0109 -6.5606
173 H -1.1401 2.3399 -6.9242
174 H 0.1196 1.6791 -5.9203
175 H 0.2279 1.7656 -7.6988
176 H 0.0643 -2.8015 -5.8921
177 H -1.2333 -2.7808 -7.0597
178 H -2.7831 -1.6185 -5.3400
179 H -1.4708 -1.4151 -4.2396
180 H -2.0472 -3.0050 -4.6644

## Properties
charge = -1
calculated total energy = -79802.5763 eV
largest force on an atom = 5.563 eV/A
HOMO energy (alpha / beta) = 0.021 / -0.197 Ha
Kohn-Sham gap (alpha / beta) = 1.3 / 7.2 eV
spin multiplicity = 2

---

Entry 2:
A structure of composition C10H26N6PrS, computed with wB97M-V/def2-TZVPD.

Atoms and positions in Å:
1 Pr 0.1577 -0.4112 1.1727
2 N 2.5587 0.2744 0.3966
3 C 2.7832 1.7384 0.5878
4 C 1.5075 2.5037 0.2607
5 N 0.3570 2.1448 1.1432
6 C -0.9059 2.6689 0.5407
7 C -2.1452 1.8953 0.9794
8 N -2.1539 0.5290 0.3599
9 C 0.5381 2.7135 2.5149
10 C 1.0336 1.7096 3.5539
11 N 0.1173 0.5288 3.6325
12 H 3.3142 -0.2274 0.8620
13 H 2.7025 0.0638 -0.5892
14 H 3.5677 2.1208 -0.0658
15 H 3.1060 1.9167 1.6115
16 H 1.2325 2.2686 -0.7713
17 H 1.7109 3.5762 0.3207
18 H -0.8326 2.5975 -0.5468
19 H -1.0384 3.7252 0.7856
20 H -3.0218 2.4685 0.6765
21 H -2.1868 1.7768 2.0646
22 H -2.3097 0.6564 -0.6389
23 H -2.9996 0.0584 0.6823
24 H -0.4180 3.1094 2.8600
25 H 1.2420 3.5480 2.4835
26 H 1.0750 2.2342 4.5098
27 H 2.0373 1.3430 3.3369
28 H -0.7572 0.8517 4.0445
29 H 0.4940 -0.1049 4.3388
30 S 1.0334 -2.7915 -0.0135
31 C 0.0710 -3.0294 -1.4458
32 N 0.6695 -3.4211 -2.5408
33 C 0.0090 -3.6303 -3.8415
34 C -1.3243 -2.9028 -3.8617
35 C -2.0839 -3.2179 -2.5850
36 N -1.2583 -2.8065 -1.4277
37 H 1.6643 -3.5967 -2.4955
38 H -0.1216 -4.7006 -4.0074
39 H 0.6720 -3.2517 -4.6172
40 H -1.9048 -3.2231 -4.7242
41 H -1.1669 -1.8255 -3.9476
42 H -2.2979 -4.2873 -2.5268
43 H -3.0278 -2.6787 -2.5409
44 H -1.6997 -2.9149 -0.5312

## Properties
charge = +3
calculated total energy = -44613.6164 eV
largest force on an atom = 0.489 eV/A
HOMO energy (alpha / beta) = -0.688 / -0.688 Ha
Kohn-Sham gap (alpha / beta) = 7.8 / 8.8 eV
spin multiplicity = 3

---

Entry 3:
The molecule C5H8N2, computed with wB97M-V/def2-TZVPD.

Atoms and positions in Å:
1 C 1.4815 1.4185 1.2488
2 C 0.7383 0.3724 0.4705
3 C 0.7854 -1.0008 0.6099
4 N -0.2483 -1.5254 -0.1292
5 C -0.9291 -0.5232 -0.7650
6 N -2.1343 -0.8298 -1.4201
7 C -0.3122 0.6600 -0.4592
8 H 1.4810 2.3336 0.6517
9 H 0.9859 1.6684 2.2025
10 H 2.5144 1.1337 1.4773
11 H 1.5487 -1.6542 1.0253
12 H -0.4951 -2.4959 -0.2393
13 H -2.8221 -0.0885 -1.3601
14 H -2.0075 -1.1074 -2.3826
15 H -0.5502 1.6225 -0.9150

## Properties
SMILES string = Cc1c[nH]c(N)c1
calculated total energy = -8294.7253 eV
largest force on an atom = 0.554 eV/A
HOMO energy = -0.282 Ha
Kohn-Sham gap = 8.7 eV
energy above the lowest of the compared OMol25 structures with the same formula, charge and spin = 6.3 kcal/mol

---

Entry 4:
The molecule C3H7NO2 at a distorted geometry, computed with wB97M-V/def2-TZVPD.

Atoms and positions in Å:
1 O -1.9917 -0.8704 -2.0399
2 O -1.0986 0.8541 -0.7531
3 C -1.9105 0.3088 -1.7242
4 N 1.5673 -0.6014 1.5227
5 C -0.2613 -0.1596 -0.0943
6 C 0.8043 0.4441 0.8431
7 H -2.4960 1.0357 -2.2551
8 H 1.8740 -1.2917 0.8469
9 H 2.3770 -0.2686 2.0560
10 H -0.8802 -0.7957 0.4969
11 H 0.2809 -0.8254 -0.7940
12 H 0.2650 1.0463 1.5668
13 H 1.4700 1.1238 0.3283

## Properties
SMILES string = NCCOC=O
calculated total energy = -8809.0717 eV
largest force on an atom = 2.280 eV/A
HOMO energy = -0.352 Ha
Kohn-Sham gap = 10.5 eV
energy above the lowest of the compared OMol25 structures with the same formula, charge and spin = 33.6 kcal/mol

---

Entry 5:
The molecule C2H3FO2S at a distorted geometry, computed with wB97M-V/def2-TZVPD.

Atoms and positions in Å:
1 C 1.0219 -0.9465 -0.7482
2 C 0.7645 -0.3731 0.3872
3 O -2.0402 0.2379 -0.5845
4 O -1.4731 0.8610 1.7705
5 F -0.5376 2.0763 -0.1527
6 S -1.1025 0.6623 0.3887
7 H 1.8921 -1.5437 -1.0797
8 H 0.3005 -0.8615 -1.4296
9 H 1.1743 -0.1127 1.4483

## Properties
SMILES string = C=CS(=O)(=O)F
calculated total energy = -19767.8168 eV
largest force on an atom = 4.369 eV/A
HOMO energy = -0.416 Ha
Kohn-Sham gap = 11.7 eV
energy above the lowest of the compared OMol25 structures with the same formula, charge and spin = 49.1 kcal/mol

---

Entry 6:
The molecule C21H22ClFN2O2, computed with wB97M-V/def2-TZVPD.

Atoms and positions in Å:
1 C 1.9646 -5.5307 -3.2731
2 C 1.1574 -4.2955 -3.0291
3 C -0.0085 -4.0133 -3.7253
4 C -0.7353 -2.8608 -3.4761
5 C -0.3073 -1.9462 -2.5260
6 C 0.8601 -2.2065 -1.8174
7 C 1.5621 -3.3644 -2.0766
8 F 2.6906 -3.6076 -1.3734
9 H 1.2233 -1.5102 -1.0773
10 C -1.0911 -0.6974 -2.2177
11 N -1.5645 -0.6983 -0.8471
12 C -0.9905 0.0626 0.1127
13 O -0.1034 0.8542 -0.1173
14 C -1.5760 -0.1661 1.5102
15 C -0.8177 0.6702 2.5356
16 N -1.1434 2.0775 2.4726
17 C -2.2176 2.6246 1.8683
18 O -2.4158 3.8267 1.8640
19 C -3.1869 1.6858 1.1691
20 C -3.0523 0.2264 1.5731
21 H -3.6616 -0.3995 0.9176
22 H -3.4114 0.0863 2.5954
23 H -2.9961 1.7980 0.0976
24 H -4.1950 2.0593 1.3571
25 C -0.1531 2.9562 3.0756
26 C 1.0974 2.9963 2.2378
27 C 2.2948 2.4669 2.6974
28 C 3.4225 2.4655 1.8946
29 C 3.3411 2.9916 0.6171
30 C 2.1543 3.5239 0.1392
31 C 1.0389 3.5236 0.9531
32 H 0.1073 3.9307 0.5922
33 H 2.1065 3.9279 -0.8596
34 Cl 4.7441 2.9862 -0.3949
35 H 4.3530 2.0534 2.2532
36 H 2.3546 2.0523 3.6941
37 H -0.6093 3.9485 3.1259
38 H 0.0666 2.6029 4.0884
39 H -1.0372 0.2968 3.5469
40 H 0.2580 0.5694 2.3552
41 H -1.4504 -1.2259 1.7594
42 H -2.2167 -1.4215 -0.5893
43 H -0.4506 0.1841 -2.3144
44 H -1.9445 -0.6022 -2.8952
45 H -1.6403 -2.6704 -4.0341
46 H -0.3541 -4.7107 -4.4739
47 H 2.0832 -6.0931 -2.3478
48 H 1.4886 -6.1641 -4.0163
49 H 2.9617 -5.2635 -3.6214

## Properties
SMILES string = Cc1ccc(CNC(=O)[C@@H]2CCC(=O)N(Cc3ccc(Cl)cc3)C2)cc1F
calculated total energy = -44451.0609 eV
largest force on an atom = 0.661 eV/A
HOMO energy = -0.320 Ha
Kohn-Sham gap = 9.2 eV
energy above the lowest of the compared OMol25 structures with the same formula, charge and spin = 0.1 kcal/mol